Entry from OMol25: 2 unconnected molecules or ions with the total composition CH6OS2 in a non-equilibrium geometry (wB97M-V/def2-TZVPD).

Geometry (Å):
C 0.7459 -0.3083 2.2465
O -0.0023 -1.4331 1.8116
H 0.4316 0.6744 1.9472
H 0.7519 -0.2990 3.3362
H 1.7076 -0.5906 1.8361
H -0.8967 -1.5478 2.1464
S -1.2142 0.3284 -0.9667
S 0.8516 0.5302 -1.2936
H -1.0366 -0.6769 -0.0940
H 0.8653 1.7868 -0.8290

Cartesian forces (eV/Å) of the 6 atoms listed first:
0.0 -1.3 0.9
-0.6 -0.4 -0.9
-0.4 0.3 -0.7
0.4 0.0 0.2
0.4 0.7 0.2
0.2 0.6 0.4

Energy relative to the best compared isomer or geometry (same formula, charge and spin) (kJ/mol): 74.8
Electronic energy (eV): -24851.4507
Gap between HOMO and LUMO (Eh): 0.3414
Net charge: 0
SMILES string: CO.SS